Formula: C48H36ClCrO5P2S
Source: the OMol25 dataset
Level of theory: wB97M-V/def2-TZVPD

## Properties
Multiplicity: 2
Energy above the lowest of the compared OMol25 structures with the same formula, charge and spin, kcal/mol: 0.0
Energy, eV: -130933.5907
Net charge: +2
Frontier orbital gap (spin up / spin down), eV: 7.15 / 7.51
E_HOMO (spin up / spin down), eV: -13.45 / -13.44

Positions of all 94 atoms, in Å:
Cr: 0.4477 0.0320 -0.1963
O: 1.2643 -0.6882 1.3714
S: 0.0549 0.0425 1.9705
C: -0.8337 -1.0650 2.9835
C: -1.2240 -0.6386 4.2427
C: -1.8016 -1.5064 5.1783
C: -1.9173 -2.8291 4.8387
C: -2.4354 -4.0028 5.6234
C: -2.3093 -5.2137 4.6648
C: -1.8007 -4.6281 3.3747
C: -1.5886 -5.1902 2.1466
C: -1.1936 -4.3471 1.0957
C: -0.9239 -2.9960 1.2429
P: -0.8739 -2.0214 -0.2945
C: -2.6386 -2.0796 -0.7242
C: -3.5190 -1.5444 0.2196
C: -4.8837 -1.6924 0.0603
C: -5.3843 -2.3535 -1.0562
C: -4.5155 -2.8704 -2.0032
C: -3.1405 -2.7482 -1.8341
C: 0.0856 -2.9392 -1.5136
C: 1.0683 -3.8536 -1.1386
C: 1.8884 -4.4204 -2.1024
C: 1.7436 -4.0688 -3.4362
C: 0.7890 -3.1324 -3.8106
C: -0.0284 -2.5583 -2.8527
C: -1.0622 -2.4092 2.5317
C: -1.5521 -3.2524 3.5441
C: 0.5111 1.4232 2.8913
C: 1.2501 1.2270 4.0493
C: 1.5958 2.2873 4.8902
C: 1.1440 3.5426 4.5547
C: 1.2985 4.8600 5.2633
C: 0.5869 5.8932 4.3533
C: 0.0753 5.0906 3.1871
C: -0.6012 5.4590 2.0569
C: -0.8660 4.4712 1.0934
C: -0.5328 3.1317 1.2375
P: -0.7627 2.1081 -0.2386
C: -2.5156 1.8185 -0.5181
C: -2.8782 1.0620 -1.6361
C: -4.2120 0.9141 -1.9701
C: -5.1918 1.4903 -1.1713
C: -4.8395 2.2049 -0.0358
C: -3.5010 2.3795 0.2902
C: -0.1612 3.1586 -1.5873
C: 1.1290 3.6861 -1.4750
C: 1.6484 4.4680 -2.4907
C: 0.8884 4.7334 -3.6240
C: -0.3949 4.2232 -3.7324
C: -0.9229 3.4352 -2.7186
C: 0.1059 2.7179 2.4442
C: 0.4190 3.7353 3.3625
H: -1.0693 0.3929 4.5245
H: -2.1052 -1.1288 6.1447
H: -3.4694 -3.8275 5.9242
H: -1.8627 -4.1374 6.5416
H: -3.2623 -5.7213 4.5177
H: -1.6113 -5.9595 5.0471
H: -1.7677 -6.2395 1.9554
H: -1.1340 -4.7782 0.1035
H: -3.1404 -1.0124 1.0871
H: -5.5602 -1.2866 0.8010
H: -6.4525 -2.4705 -1.1820
H: -4.9031 -3.3915 -2.8682
H: -2.4743 -3.1964 -2.5578
H: 1.2074 -4.1194 -0.0988
H: 2.6461 -5.1336 -1.8080
H: 2.3840 -4.5148 -4.1850
H: 0.6878 -2.8431 -4.8477
H: -0.7492 -1.8059 -3.1527
H: 1.5540 0.2212 4.3149
H: 2.1819 2.1039 5.7798
H: 2.3533 5.0955 5.4101
H: 0.8502 4.8111 6.2567
H: 1.2696 6.6719 4.0119
H: -0.2308 6.3978 4.8687
H: -0.8942 6.4829 1.8693
H: -1.3283 4.7880 0.1657
H: -2.1171 0.6060 -2.2623
H: -4.4892 0.3419 -2.8454
H: -6.2353 1.3764 -1.4335
H: -5.6057 2.6471 0.5866
H: -3.2291 2.9698 1.1559
H: 1.7307 3.4870 -0.5980
H: 2.6479 4.8708 -2.3990
H: 1.2973 5.3438 -4.4178
H: -0.9951 4.4396 -4.6055
H: -1.9332 3.0621 -2.8173
O: 3.4279 0.8238 -2.4285
Cl: 2.4642 0.3259 -1.5553
O: 2.6736 -1.0009 -1.0632
O: 1.0836 0.2984 -2.1569
O: 2.2284 1.1953 -0.3693

Formula: C48H36HfN2O2P2S3
Source: the OMol25 dataset
Level of theory: wB97M-V/def2-TZVPD

## Properties
Energy above the lowest of the compared OMol25 structures with the same formula, charge and spin, kcal/mol: 42.3
Energy, eV: -109827.7168
Net charge: 0
Frontier orbital gap, eV: 7.43
E_HOMO, eV: -7.54

Positions of all 94 atoms, in Å:
Hf: -0.6266 -0.0813 -0.8489
S: 2.0307 -1.0568 -0.5112
P: 1.3424 -0.8922 1.3642
C: -0.4177 -0.8419 1.3239
P: -0.8893 0.7320 1.9135
S: -0.2355 2.2433 0.7247
C: -2.6964 0.5562 2.1226
C: -3.3314 -0.5932 1.6675
C: -4.6493 -0.8272 2.0140
C: -5.3318 0.0783 2.8141
C: -4.7096 1.2425 3.2326
C: -3.3930 1.4840 2.8843
C: -0.4260 1.1124 3.6321
C: 0.1406 2.3119 4.0315
C: 0.5242 2.4771 5.3514
C: 0.3443 1.4502 6.2626
C: -0.2397 0.2555 5.8652
C: -0.6252 0.0875 4.5499
C: 1.8602 -2.3939 2.2532
C: 0.9233 -3.3060 2.7159
C: 1.3451 -4.4460 3.3788
C: 2.6974 -4.6831 3.5681
C: 3.6316 -3.7812 3.0823
C: 3.2173 -2.6413 2.4245
C: 2.3684 0.3861 2.1902
C: 2.9491 1.3844 1.4183
C: 3.8194 2.2861 1.9984
C: 4.1093 2.2023 3.3490
C: 3.5014 1.2310 4.1263
C: 2.6311 0.3217 3.5544
H: -2.7723 -1.3105 1.0661
H: -5.1403 -1.7303 1.6790
H: -6.3434 -0.1302 3.1306
H: -5.2409 1.9522 3.8502
H: -2.8848 2.3792 3.2189
H: 0.2936 3.0927 3.2992
H: 0.9728 3.4083 5.6706
H: 0.6672 1.5725 7.2872
H: -0.3848 -0.5470 6.5749
H: -1.0611 -0.8407 4.2049
H: -0.1275 -3.1067 2.5543
H: 0.6193 -5.1549 3.7490
H: 3.0299 -5.5772 4.0763
H: 4.6865 -3.9693 3.2170
H: 3.9363 -1.9326 2.0366
H: 2.7429 1.4349 0.3559
H: 4.2924 3.0366 1.3841
H: 4.8269 2.8805 3.7882
H: 3.7269 1.1678 5.1808
H: 2.1695 -0.4464 4.1623
O: -3.8505 1.8393 -2.5531
S: -2.6137 1.8241 -1.8332
O: -2.6346 1.0660 -0.5722
N: -1.3566 1.1445 -2.5402
C: -1.1738 1.0552 -3.8958
C: -1.9772 1.6270 -4.8624
C: -1.6958 1.4421 -6.2186
C: -0.6199 0.6979 -6.6269
C: 0.2414 0.1206 -5.6716
C: 1.3798 -0.6419 -6.0065
C: 2.1638 -1.1454 -5.0052
C: 1.8230 -0.8817 -3.6702
N: 0.7651 -0.1900 -3.3048
C: -0.0268 0.3046 -4.2907
C: -2.1059 3.5106 -1.4940
C: -2.9111 4.3225 -0.7198
C: -2.4778 5.6009 -0.4040
C: -1.2534 6.0568 -0.8639
C: -0.4657 5.2419 -1.6586
C: -0.8901 3.9630 -1.9772
H: -2.8417 2.1897 -4.5523
H: -2.3485 1.9011 -6.9473
H: -0.4126 0.5453 -7.6763
H: 1.6210 -0.8056 -7.0482
H: 3.0400 -1.7379 -5.2178
H: 2.4600 -1.2498 -2.8784
H: -3.8562 3.9372 -0.3663
H: -3.0958 6.2381 0.2088
H: -0.9063 7.0417 -0.5895
H: 0.4864 5.5967 -2.0188
H: -0.2693 3.3191 -2.5829
C: -1.2796 -2.0147 -1.6185
C: -0.6585 -2.7519 -2.3723
C: 0.0453 -3.6722 -3.1917
C: 1.2111 -4.2545 -2.6873
C: 1.9250 -5.1423 -3.4668
C: 1.4972 -5.4497 -4.7483
C: 0.3600 -4.8494 -5.2623
C: -0.3664 -3.9609 -4.4922
H: 1.5404 -3.9963 -1.6904
H: 2.8204 -5.5987 -3.0731
H: 2.0514 -6.1570 -5.3474
H: 0.0404 -5.0777 -6.2685
H: -1.2568 -3.4901 -4.8842

> Among the records above, which one has the lowest net charge?

C48H36HfN2O2P2S3